[1]
DFT (wB97M-V/def2-TZVPD) results for a molecular structure, C28H22Cl5HgN4SSi2.

Last column: Mulliken charge in e.
Element x y z (Å)
Hg1 -0.771 -0.272 -0.978  0.9090
S1 4.516 5.350 0.174  -0.0176
N1 4.993 3.797 0.248  -0.7681
C1 4.016 3.059 -0.235  0.8182
C2 4.010 1.624 -0.330  0.3894
C3 4.981 0.804 0.225  -0.4767
C4 4.847 -0.568 0.123  -0.9300
C5 3.723 -1.065 -0.541  -0.0070
N2 2.803 -0.313 -1.110  -0.1761
C6 2.924 1.038 -1.028  -0.1944
C7 1.873 1.811 -1.620  0.4708
N3 1.117 1.110 -2.667  -0.7528
C8 -0.046 1.505 -2.436  0.0008
C9 -0.754 3.496 -1.364  0.3635
C10 0.454 4.112 -1.103  -1.6002
C11 1.649 3.227 -1.175  0.3817
C12 2.865 3.828 -0.660  0.5297
N4 3.042 5.128 -0.475  -0.6919
H1 5.822 1.258 0.734  0.4711
H2 5.574 -1.242 0.556  0.3881
H3 3.559 -2.137 -0.613  0.3442
H4 -1.547 2.664 -3.017  0.7816
H5 -0.801 1.641 -0.745  -0.6393
H6 0.580 5.124 -0.754  0.3445
Cl1 -1.147 2.177 -1.809  -1.0380
C13 -2.484 1.658 -1.598  1.5708
C14 -3.857 1.614 -1.307  0.2684
C15 -4.774 0.591 -0.979  -0.6992
Cl2 -4.330 -1.077 -0.978  -0.1485
C16 -5.993 1.159 -0.661  0.6752
Cl3 -7.427 0.307 -0.223  -0.2813
C17 -5.866 2.560 -0.753  0.1168
Cl4 -7.133 3.700 -0.468  -0.2810
C18 -4.575 2.861 -1.141  -0.5601
Cl5 -3.879 4.417 -1.288  -0.2354
C19 0.659 0.926 2.430  -1.2937
Si1 -0.660 -0.062 1.464  0.0364
C20 -2.219 0.028 2.560  -1.2283
C21 -0.128 -1.930 1.698  0.5164
C22 0.211 -2.310 3.003  -0.3496
C23 0.605 -3.597 3.334  -0.6852
C24 0.662 -4.559 2.337  -0.8638
C25 0.321 -4.212 1.039  -0.3949
C26 -0.071 -2.917 0.672  0.2823
Si2 -0.524 -2.675 -1.227  0.0492
C27 -1.975 -3.915 -1.319  -1.2899
C28 0.896 -3.558 -2.157  -1.3382
H7 0.556 0.796 3.511  0.4114
H8 0.572 1.993 2.208  0.3386
H9 1.662 0.611 2.133  0.3316
H10 -1.974 -0.201 3.602  0.3304
H11 -2.964 -0.692 2.217  0.2644
H12 -2.678 1.019 2.524  0.3490
H13 0.164 -1.565 3.793  0.1481
H14 0.861 -3.849 4.358  0.3482
H15 0.966 -5.575 2.568  0.3507
H16 0.358 -4.985 0.277  0.2740
H17 -1.678 -4.877 -0.893  0.4041
H18 -2.302 -4.085 -2.348  0.3700
H19 -2.833 -3.547 -0.754  0.2429
H20 1.479 -4.186 -1.480  0.4294
H21 1.575 -2.831 -2.604  0.2790
H22 0.494 -4.191 -2.953  0.3612

Summary:
* Kohn-Sham gap (spin up / spin down): 0.17470 / 0.19810 Ha
* E_HOMO (spin up / spin down): -0.700 / -1.349 eV
* 2S+1: 2
* charge: -2

[2]
DFT (wB97M-V/def2-TZVPD) results for a molecular structure, C7H28N11O10.

Last column: Mulliken charge in e.
Element x y z (Å)
N1 -0.267 0.702 -0.320  -0.4063
O1 -0.285 -0.412 0.209  0.0755
O2 -0.766 0.873 -1.401  0.0927
O3 0.170 1.678 0.283  -0.9100
C1 2.585 -0.222 -0.566  -0.2611
O4 1.652 -1.004 0.215  -1.1756
H1 3.584 -0.654 -0.622  0.3583
H2 2.107 0.044 -1.509  0.0740
H3 2.649 0.715 -0.013  0.3132
H4 0.851 -0.539 0.467  0.0041
C2 0.209 -2.203 2.721  -0.6619
O5 -0.666 -2.109 1.655  -0.5194
H5 0.225 -3.184 3.195  0.3421
H6 1.211 -2.007 2.340  0.2769
H7 0.064 -1.443 3.489  0.2694
H8 -0.637 -1.240 1.249  0.5575
C3 -2.863 -1.384 -1.211  0.0185
O6 -3.830 -2.033 -1.307  -0.7628
N2 -1.871 -1.776 -0.477  -0.2202
N3 -2.847 -0.124 -1.578  -0.3121
H9 -1.074 -1.173 -0.334  0.6570
H10 -1.969 -2.598 0.101  0.2208
H11 -3.750 0.203 -1.892  0.2192
H12 -1.981 0.393 -1.640  0.0790
C4 1.683 2.542 -2.588  0.1327
O7 2.479 3.110 -3.350  -0.7852
N4 1.950 2.410 -1.309  -0.3155
N5 0.573 2.001 -2.939  -0.3794
H13 1.353 2.160 -0.534  0.2480
H14 2.805 2.882 -1.053  0.1910
H15 0.273 2.103 -3.898  0.1965
H16 0.098 1.496 -2.204  0.7161
C5 0.453 -3.112 -1.015  0.3468
O8 0.064 -4.132 -1.528  -0.7645
N6 0.475 -1.911 -1.577  0.0184
N7 1.123 -2.993 0.131  -0.1781
H17 0.926 -1.142 -1.102  -0.1414
H18 0.077 -1.795 -2.498  0.1012
H19 1.428 -3.833 0.600  0.2206
H20 1.488 -2.079 0.360  0.5608
C6 -3.225 1.803 0.163  0.4489
O9 -4.434 1.738 0.292  -0.7569
N8 -2.618 2.266 -0.852  -0.3856
N9 -2.441 1.482 1.128  -0.3232
H21 -1.636 2.273 -1.089  0.1984
H22 -3.179 2.696 -1.573  0.2207
H23 -1.443 1.576 1.007  0.6566
H24 -2.784 0.873 1.857  0.2134
C7 1.498 1.051 3.026  0.3036
O10 1.639 1.595 4.092  -0.7883
N10 0.738 1.502 2.109  0.0988
N11 2.078 -0.074 2.724  -0.1299
H25 0.355 2.423 2.263  0.2324
H26 0.769 1.282 1.124  0.2111
H27 2.791 -0.291 3.405  0.2288
H28 2.144 -0.404 1.772  0.0742

Summary:
* Kohn-Sham gap: 0.20830 Ha
* E_HOMO: -5.632 eV
* 2S+1: 1
* charge: -1

[3]
DFT (wB97M-V/def2-TZVPD) results for a molecular structure, C10H30Cl2O5S5V.

Last column: Mulliken charge in e.
Element x y z (Å)
V1 -0.106 0.149 0.152  1.6123
Cl1 1.215 0.790 2.132  -0.4410
Cl2 -1.634 -0.532 -1.737  -0.4381
C1 1.549 4.018 -0.380  -0.9198
S1 -0.283 3.658 -0.361  0.3984
O1 -0.319 2.089 -0.293  -0.7477
C2 -0.709 4.276 1.355  -0.8621
H1 1.860 5.010 -0.051  0.4758
H2 1.927 3.985 -1.402  0.3243
H3 2.198 3.368 0.207  0.3037
H4 -0.250 3.694 2.154  0.2775
H5 -1.788 4.288 1.506  0.3125
H6 -0.445 5.319 1.531  0.4469
C3 -4.390 0.008 1.383  -0.7146
S2 -3.211 1.401 1.578  0.4031
O2 -1.872 0.807 1.188  -0.7204
C4 -3.746 2.401 0.149  -0.8703
H7 -5.269 0.175 2.005  0.4370
H8 -3.881 -0.923 1.633  0.0658
H9 -4.751 -0.033 0.355  0.3070
H10 -3.265 3.360 0.339  0.2361
H11 -4.826 2.546 0.122  0.4568
H12 -3.431 2.115 -0.854  0.2799
C5 3.624 -1.520 0.021  -0.6119
S3 2.058 -2.472 0.467  0.4436
O3 0.943 -1.638 -0.248  -0.2965
C6 2.443 -3.955 -0.507  -1.0466
H13 3.632 -0.602 0.608  0.2629
H14 3.552 -1.268 -1.037  -0.1168
H15 4.510 -2.134 0.183  0.5393
H16 2.613 -3.577 -1.515  0.3316
H17 1.623 -4.662 -0.635  0.2924
H18 3.366 -4.460 -0.223  0.4492
C7 -0.149 -2.948 3.523  -0.9404
S4 -1.443 -2.560 2.138  0.4358
O4 -0.911 -1.414 1.274  0.0674
C8 -1.326 -4.131 1.126  -0.7188
H19 0.889 -2.670 3.340  0.2784
H20 -0.237 -3.989 3.836  0.4700
H21 -0.463 -2.303 4.344  0.3695
H22 -0.400 -4.280 0.571  0.0214
H23 -2.200 -4.152 0.475  0.3351
H24 -1.333 -4.944 1.853  0.5198
C9 0.757 1.867 -3.424  -0.6743
S5 2.153 1.164 -2.435  0.3482
O5 1.418 0.643 -1.232  -0.3459
C10 2.250 -0.309 -3.471  -0.9378
H25 -0.024 1.145 -3.664  0.3414
H26 1.108 2.446 -4.278  0.4995
H27 0.175 2.595 -2.859  0.0076
H28 1.406 -0.960 -3.240  0.2460
H29 3.155 -0.839 -3.173  0.3432
H30 2.239 -0.042 -4.528  0.4635

Summary:
* Kohn-Sham gap (spin up / spin down): 0.31180 / 0.14231 Ha
* E_HOMO (spin up / spin down): -14.459 / -14.312 eV
* 2S+1: 4
* charge: +2

[4]
DFT (wB97M-V/def2-TZVPD) results for C6H6N2O3 in the gas phase.

Last column: Mulliken charge in e.
Element x y z (Å)
C1 -0.781 -2.265 -0.085  -0.4379
C2 -0.490 -1.625 1.033  0.0611
C3 0.657 0.209 -0.655  0.5708
C4 1.336 1.432 -0.296  0.3349
C5 -0.564 -1.658 -1.527  -0.3478
C6 0.399 2.459 0.307  -1.0430
N1 0.143 -0.463 -1.501  -0.3000
N2 -0.267 -0.540 1.809  0.7933
O1 -1.333 0.071 1.908  -0.5384
O2 2.486 1.635 -0.548  -0.4811
O3 0.763 -0.356 2.442  -0.5857
H1 -1.134 -3.297 -0.169  0.3643
H2 -0.037 -2.336 -2.216  0.3332
H3 -1.554 -1.480 -1.978  0.2906
H4 0.036 3.138 -0.341  0.3911
H5 0.783 3.123 1.036  0.3561
H6 -0.445 1.952 0.779  0.2384

Summary:
* Kohn-Sham gap (spin up / spin down): 0.21542 / 0.29286 Ha
* E_HOMO (spin up / spin down): -8.138 / -9.314 eV
* 2S+1: 1

[5]
DFT (wB97M-V/def2-TZVPD) results for 2 unconnected molecules or ions with the total composition C5H9N3O4.

Last column: Mulliken charge in e.
Element x y z (Å)
O1 1.384 3.680 -0.587  -0.4613
C1 1.279 2.368 -0.612  0.7570
N1 1.155 1.636 -1.765  -0.4950
N2 1.074 0.426 -1.438  0.0719
O2 1.141 0.374 -0.091  0.1229
N3 1.273 1.628 0.456  -0.4357
H1 1.367 4.028 -1.524  0.3727
C2 0.037 -3.128 -1.119  -1.1872
C3 -1.074 -2.587 -0.226  -0.2559
C4 -0.929 -1.091 -0.012  -0.4948
O3 -2.027 -0.554 0.755  -0.3827
C5 -1.925 -0.691 2.081  0.0640
O4 -1.037 -1.214 2.673  -0.4691
H2 0.029 -2.645 -2.109  0.3003
H3 -0.064 -4.212 -1.270  0.3724
H4 1.021 -2.948 -0.674  0.2844
H5 -1.048 -3.093 0.753  0.2633
H6 -2.052 -2.795 -0.670  0.2806
H7 -0.010 -0.874 0.468  0.4506
H8 -0.972 -0.553 -0.964  0.4457
H9 -2.792 -0.257 2.541  0.3959

Summary:
* Kohn-Sham gap: 0.38252 Ha
* E_HOMO: -10.519 eV
* SMILES: Oc1nnon1.CCCOC=O
* 2S+1: 1

Looking at max |F| for the records above, in order, we have 0.190 0.231 0.063 0.075 0.033 Eh/bohr.